Density functional theory data (the ωB97M-V functional and the def2-TZVPD basis) for a cluster of 10 separate species, C82H175N9O10 in total in a non-equilibrium geometry.

The value obtained for the total energy is -121732.7158 eV. The maximum force comes out at 4.9 eV Å⁻¹. The LUMO energy (spin up / spin down) is -2.57 / -6.69 eV. As for the charge: +1. For the HOMO energy (spin up / spin down), the calculation gives -9.2 / -9.2 eV. As for the spin multiplicity: 2. The HOMO-LUMO gap (spin up / spin down) is 0.2439 / 0.0925 Eh.

Geometry (Å):
C  -1.3994  -31.1399  13.8159
C  -1.7642  -29.8204  13.1372
C  -0.5544  -29.2169  12.3777
C  -0.9748  -27.9958  11.5261
C  -2.1590  -28.4708  10.6370
C  -3.4089  -29.0427  11.3436
N  -2.9455  -30.0561  12.3231
O  -3.9537  -30.8122  12.9333
C  -4.1944  -27.8758  11.9211
C  -4.2143  -29.8671  10.2218
C  -2.1313  -28.8593  14.3066
H  -0.3811  -31.1466  14.2048
H  -1.2606  -31.8458  12.9970
H  -2.1311  -31.5783  14.4945
H  0.1276  -28.9207  13.1747
H  -0.0958  -30.0545  11.8523
H  -0.1297  -27.7339  10.8895
H  -1.1354  -27.0238  11.9925
H  -1.7393  -29.1655  9.9095
H  -2.5498  -27.6486  10.0375
H  -4.8723  -28.4039  12.5917
H  -3.6432  -27.2804  12.6489
H  -4.7926  -27.3763  11.1590
H  -5.1618  -30.3337  10.4911
H  -4.3119  -29.2326  9.3408
H  -3.4690  -30.5954  9.9021
H  -1.8159  -27.8533  14.0298
H  -1.7098  -29.1678  15.2633
H  -3.1944  -28.8014  14.5401
H  -4.0783  -31.5875  12.3810
C  -4.7066  -23.8015  7.1205
C  -5.0453  -24.5681  8.3939
C  -4.0562  -24.1373  9.5329
C  -4.2390  -22.7169  10.0603
C  -5.7381  -22.3920  10.4108
C  -6.8139  -22.9695  9.3562
N  -6.4341  -24.2905  8.8539
O  -7.3627  -24.8528  7.9005
C  -8.1155  -23.0863  10.2284
C  -7.0510  -21.9134  8.1598
C  -4.7673  -26.1232  8.1530
H  -4.0697  -22.9810  7.4509
H  -5.6042  -23.5060  6.5773
H  -4.0484  -24.3969  6.4878
H  -4.0629  -24.8768  10.3336
H  -3.0953  -24.2531  9.0316
H  -3.8623  -21.9547  9.3782
H  -3.5353  -22.6898  10.8923
H  -5.7928  -21.3077  10.5076
H  -5.9912  -22.5315  11.4618
H  -8.3223  -22.0628  10.5411
H  -9.0602  -23.0737  9.6847
H  -8.0757  -23.6182  11.1790
H  -7.2460  -20.9509  8.6326
H  -6.1425  -21.7971  7.5689
H  -7.8479  -22.1561  7.4569
H  -5.2106  -26.7932  8.8897
H  -3.6929  -26.3018  8.1084
H  -5.1452  -26.4909  7.1990
H  -7.6943  -25.6146  8.3813
C  -9.5459  -15.9789  14.8385
C  -9.7508  -16.6802  13.3728
C  -8.5595  -16.3296  12.5161
C  -7.2089  -17.0354  12.6811
C  -7.4010  -18.5185  12.9609
C  -8.6538  -18.9492  13.8556
N  -9.8638  -18.1876  13.5482
O  -10.9464  -18.5341  14.2642
C  -8.9040  -20.4827  13.5291
C  -8.3216  -18.9306  15.3092
C  -10.9778  -16.2175  12.6426
H  -10.2703  -16.3997  15.5358
H  -9.6257  -14.8920  14.8607
H  -8.5286  -16.2719  15.0978
H  -8.8893  -16.5099  11.4930
H  -8.3006  -15.2825  12.6735
H  -6.7496  -16.5759  13.5563
H  -6.5880  -16.8024  11.8161
H  -6.4975  -18.7887  13.5075
H  -7.4599  -19.1119  12.0485
H  -9.3151  -20.5623  12.5227
H  -7.9564  -21.0198  13.4881
H  -9.5764  -21.0516  14.1713
H  -7.5862  -19.7206  15.4612
H  -7.6547  -18.1182  15.5981
H  -9.1515  -19.0006  16.0124
H  -11.1961  -15.2067  12.9872
H  -11.8798  -16.7708  12.9041
H  -10.8725  -16.1530  11.5596
H  -11.6046  -18.6763  13.5800
C  0.4454  -17.0870  7.4899
C  1.1733  -18.4808  7.4841
C  2.2922  -18.5613  8.6164
C  1.7330  -18.9906  9.9614
C  0.8340  -20.2515  9.8087
C  -0.2914  -20.1762  8.7594
N  0.2184  -19.6740  7.4734
O  -0.6640  -19.6697  6.3867
C  -0.8343  -21.6140  8.5391
C  -1.4707  -19.2599  9.2799
C  2.0809  -18.4334  6.1714
H  -0.1197  -16.8939  8.4018
H  -0.3116  -16.9891  6.7119
H  1.1473  -16.2578  7.4011
H  3.1969  -19.0620  8.2715
H  2.6261  -17.5265  8.6937
H  1.1229  -18.1878  10.3755
H  2.4438  -19.2606  10.7424
H  0.2599  -20.4293  10.7181
H  1.3889  -21.1850  9.7149
H  -0.1491  -22.2809  8.0157
H  -1.0677  -22.1275  9.4718
H  -1.7349  -21.7870  7.9499
H  -1.5908  -18.2503  8.8869
H  -2.4450  -19.7485  9.2821
H  -1.2019  -18.9100  10.2766
H  2.8472  -17.6695  6.3025
H  1.4961  -18.1924  5.2836
H  2.5666  -19.3662  5.8849
H  -0.2279  -20.1747  5.6965
C  -6.9034  -16.9624  4.2516
C  -6.6768  -16.0231  5.5214
C  -7.2311  -16.5544  6.8630
C  -6.5194  -17.8078  7.5311
C  -5.1004  -17.2384  7.6163
C  -4.3893  -16.7181  6.2961
N  -5.2323  -15.6537  5.7360
O  -4.6957  -15.0114  4.6381
C  -3.0129  -16.1242  6.7378
C  -4.2486  -18.0022  5.3844
C  -7.3841  -14.6913  5.4232
H  -6.1357  -16.9156  3.4793
H  -7.8062  -16.5830  3.7730
H  -7.0252  -18.0194  4.4885
H  -7.2708  -15.7294  7.5742
H  -8.3031  -16.6894  6.7194
H  -6.6148  -18.6595  6.8576
H  -6.8015  -18.2703  8.4770
H  -4.4871  -17.9980  8.1011
H  -5.1331  -16.5383  8.4511
H  -2.3797  -15.7654  5.9263
H  -3.1239  -15.3075  7.4510
H  -2.4865  -16.9631  7.1929
H  -5.0725  -18.7157  5.3979
H  -4.1597  -17.7086  4.3384
H  -3.2727  -18.4593  5.5481
H  -7.1805  -14.1990  4.4722
H  -7.0815  -14.1334  6.3093
H  -8.4674  -14.8118  5.4300
H  -4.7832  -14.0782  4.8454
C  -13.1000  -18.6516  5.3937
C  -12.8466  -19.4597  6.7748
C  -12.0193  -20.7556  6.4182
C  -11.2623  -21.4151  7.5710
C  -10.4081  -20.4210  8.3157
C  -11.2091  -19.1533  8.7362
N  -11.9355  -18.6016  7.5531
O  -12.4675  -17.4013  7.8088
C  -12.2066  -19.4584  9.9136
C  -10.1828  -18.1390  9.2151
C  -14.2085  -19.8792  7.4202
H  -12.1345  -18.3887  4.9613
H  -13.4719  -17.6451  5.5851
H  -13.7926  -19.1154  4.6914
H  -12.6967  -21.4041  5.8626
H  -11.2553  -20.5834  5.6601
H  -10.6280  -22.2912  7.4359
H  -12.0376  -21.7955  8.2360
H  -9.4801  -20.2386  7.7738
H  -10.1441  -21.0092  9.1946
H  -11.7448  -19.4901  10.9004
H  -12.9324  -18.6494  9.8312
H  -12.6666  -20.4407  9.8060
H  -9.4318  -18.5438  9.8935
H  -9.6924  -17.6686  8.3629
H  -10.6546  -17.3193  9.7571
H  -14.1584  -20.5979  8.2382
H  -14.9037  -20.0939  6.6087
H  -14.6269  -18.9983  7.9070
H  -11.7599  -16.7920  7.5859
C  -8.2459  -24.7007  0.7751
C  -8.0318  -23.2177  0.9632
C  -9.4497  -22.6491  1.2090
C  -9.5882  -21.1872  1.6212
C  -8.7629  -21.1519  2.9543
C  -7.2498  -21.6852  2.9247
N  -7.2141  -22.9560  2.1802
O  -5.9595  -23.4364  2.2086
C  -6.2465  -20.6403  2.3173
C  -6.9061  -21.7868  4.4853
C  -7.5061  -22.5946  -0.3751
H  -8.8777  -25.0118  1.6070
H  -7.3306  -25.2821  0.6643
H  -8.8541  -24.9336  -0.0990
H  -10.0714  -22.7398  0.3183
H  -9.8775  -23.2326  2.0243
H  -10.6327  -20.8887  1.7108
H  -9.1165  -20.4718  0.9476
H  -9.2431  -21.8126  3.6761
H  -8.7637  -20.1351  3.3467
H  -6.2880  -19.6738  2.8195
H  -5.2167  -20.9931  2.2605
H  -6.4353  -20.4052  1.2699
H  -7.2600  -20.8486  4.9126
H  -7.3146  -22.5508  5.1467
H  -5.8220  -21.7724  4.5976
H  -8.1892  -22.7481  -1.2105
H  -6.6549  -23.2057  -0.6753
H  -7.3654  -21.5177  -0.2822
H  -5.9336  -24.3062  2.6140
C  -3.5701  -28.5757  3.0787
C  -2.4915  -29.1697  4.0092
C  -1.1581  -29.2777  3.1265
C  0.0819  -29.6137  3.9494
C  0.2309  -28.7342  5.1544
C  -1.1087  -28.4490  5.9762
N  -2.2485  -28.2177  5.0187
O  -3.3788  -27.8766  5.6997
C  -1.3300  -29.6361  6.9812
C  -0.8703  -27.0927  6.7536
C  -2.9321  -30.5640  4.4717
H  -4.5668  -28.7521  3.4831
H  -3.6524  -29.1363  2.1476
H  -3.5136  -27.4905  2.9936
H  -1.2287  -30.1057  2.4212
H  -1.0759  -28.4374  2.4371
H  0.9610  -29.5036  3.3144
H  0.1390  -30.6657  4.2288
H  0.7587  -27.8332  4.8420
H  0.9015  -29.2449  5.8455
H  -1.0539  -30.5465  6.4492
H  -0.7888  -29.6381  7.9274
H  -2.3823  -29.5420  7.2494
H  -0.5200  -26.2176  6.2063
H  -1.7830  -26.8174  7.2820
H  -0.0438  -27.1591  7.4612
H  -2.1245  -31.1411  4.9221
H  -3.1221  -31.1823  3.5944
H  -3.7719  -30.3941  5.1455
H  -3.3169  -26.9189  5.6780
C  -9.5506  -26.6235  12.5443
C  -9.4001  -27.7797  11.5441
C  -9.0400  -29.0707  12.3122
C  -9.1980  -30.4520  11.3777
C  -10.5911  -30.4092  10.8328
C  -11.0457  -29.1155  10.0626
N  -10.7639  -27.9051  10.9051
O  -11.2263  -26.6899  10.2620
C  -10.3943  -29.1032  8.6205
C  -12.5503  -29.2264  9.9591
C  -8.1211  -27.4469  10.6726
H  -10.3871  -26.6621  13.2420
H  -9.3923  -25.6947  11.9962
H  -8.6990  -26.4947  13.2124
H  -8.0504  -28.9763  12.7594
H  -9.8614  -29.1262  13.0266
H  -9.0289  -31.2201  12.1323
H  -8.4111  -30.4371  10.6236
H  -11.2360  -30.6596  11.6752
H  -10.6092  -31.2670  10.1605
H  -9.3168  -28.9761  8.7246
H  -10.5866  -29.8911  7.8922
H  -10.8237  -28.2003  8.1862
H  -13.0337  -29.1836  10.9351
H  -13.1495  -28.5609  9.3376
H  -12.8410  -30.0959  9.3695
H  -7.6926  -28.2841  10.1216
H  -7.2720  -27.2012  11.3103
H  -8.3423  -26.6719  9.9388
H  -11.5346  -26.3128  11.0892
C  -6.7460  -26.8570  4.0527
O  -5.7816  -26.0514  4.6864
H  -7.5352  -26.2237  3.6474
H  -6.3657  -27.3202  3.1423
H  -7.2084  -27.6010  4.7013
H  -6.2468  -25.6821  5.4405